[1]
Entry from the OMol25 dataset: C10H14O3 as an isolated structure (wB97M-V/def2-TZVPD).

```
27
Properties=species:S:1:pos:R:3:nbo_charge:R:1
C -3.56816 1.23318 0.98158 -0.6413
C -2.88363 0.94298 -0.50013 -0.3789
C -1.42228 0.17092 -0.17526 -0.1132
C -0.29364 0.96443 -0.26654 -0.2637
C 1.01304 0.58148 -0.08580 0.1904
C 1.95762 2.45752 -0.29682 -0.3446
C 1.08228 -0.77981 -0.11909 0.2935
C 3.43581 -0.73688 0.77078 -0.4163
C -0.02853 -1.69713 -0.34950 -0.2680
C -1.36236 -1.17950 -0.27616 0.2856
H -2.86736 2.00777 1.55156 0.2061
H -3.91731 0.38428 1.79589 0.2046
H -4.52225 1.76006 0.92602 0.2088
H -3.67920 -0.01038 -0.76410 0.2127
H -2.97268 1.84291 -0.89884 0.2057
H -0.61033 1.99111 -0.89891 0.2360
H 2.16593 2.46031 -1.63198 0.2304
H 2.81846 3.18240 0.47710 0.2202
H 0.64075 2.72260 0.17852 0.2432
H 3.56420 -1.50121 1.76645 0.1903
H 4.72985 -0.60959 0.31511 0.1785
H 2.95499 0.50290 0.78900 0.3273
H 0.17827 -2.80446 -0.02672 0.2554
H -3.38988 -1.48841 0.62553 0.4561
O 2.25650 1.09528 -0.08670 -0.5251
O 2.29125 -1.64906 -0.04212 -0.5517
O -2.38204 -2.21915 -0.15904 -0.6421
```

Properties
charge: 0
HOMO-LUMO gap: 7.83 eV
HOMO energy: -8.3707 eV



[2]
Entry from the OMol25 dataset: a 2-piece molecular cluster, C2H3NO3 overall (wB97M-V/def2-TZVPD).

```
9
Properties=species:S:1:pos:R:3:nbo_charge:R:1
C -1.78352 0.11779 -0.06438 -0.0614
C 0.43494 0.00811 -0.02941 1.0162
N -2.91918 -0.03362 0.03310 -0.5025
O 0.69755 0.73360 1.06369 -0.7058
O 0.72572 0.51728 -1.25211 -0.6863
O 0.66544 -1.35322 0.05772 -0.6710
H 0.56148 1.69424 1.25064 0.5562
H 0.74695 -0.03297 -2.06246 0.5343
H 0.87062 -1.65122 1.00320 0.5203
```

Properties
charge: 0
HOMO-LUMO gap: 10.21 eV
HOMO energy: -10.1810 eV



[3]
Entry from the OMol25 dataset: an isolated ion of composition C10H16NO3S and charge +1 (wB97M-V/def2-TZVPD).

```
31
Properties=species:S:1:pos:R:3:nbo_charge:R:1
C 3.73946 2.10219 -0.83340 -0.3014
C 3.24075 0.89968 -0.94040 -0.4198
S 1.40285 0.75138 -0.54865 1.9259
O 1.02908 1.99881 0.12356 -0.9899
O 0.75560 0.62522 -1.86507 -0.9481
C 0.79716 -0.58910 0.91570 -0.0989
C 2.22394 -1.10811 1.44426 -0.5877
C -0.05126 0.32573 1.75240 -0.1568
C -1.35700 0.52207 1.49510 -0.2038
C -1.99626 0.08092 0.18393 -0.1507
N -1.70562 1.27678 -0.81644 -0.7617
C -1.29084 -1.09390 -0.40175 0.3127
O -2.05885 -1.95285 -1.10681 -0.4931
C -3.46685 -2.04385 -0.75826 -0.2517
C -0.03686 -1.43867 -0.02412 -0.2794
H 4.64093 2.35871 -1.22844 0.2251
H 3.29617 2.82506 -0.15551 0.2403
H 3.68200 -0.04690 -1.40512 0.2559
H 2.58268 -1.64301 0.65338 0.2213
H 2.05909 -1.59614 2.35187 0.2401
H 2.78976 -0.26342 1.66025 0.2274
H 0.50721 0.67830 2.58844 0.2435
H -2.12375 1.09461 2.11897 0.2496
H -3.07326 0.12758 0.37775 0.2536
H -2.57961 1.73689 -1.26071 0.4548
H -1.15396 0.88288 -1.55191 0.4652
H -0.94832 1.85006 -0.27514 0.4973
H -3.92238 -2.79699 -1.40275 0.2337
H -4.00634 -1.12449 -0.85827 0.1648
H -3.48096 -2.28842 0.35017 0.1870
H 0.50544 -2.15103 -0.58302 0.2448
```

Properties
charge: +1
HOMO-LUMO gap: 8.22 eV
HOMO energy: -12.2632 eV